Entry A
A cluster of 2 separate species, C4H8O2 in total. Source: the OMol25 dataset; level of theory: ωB97M-V with the def2-TZVPD basis set.

Properties
structure (SMILES)	C=C/C=C/O.O
E_LUMO	0.6	eV
total charge	0
HOMO level	-8.30	eV

Element x y z (Å)
C 0.7391 2.3043 -2.1236
C -0.2160 1.7076 -1.3769
C 0.2454 0.8448 -0.2896
C -0.6822 0.3840 0.5790
O -0.4496 -0.3849 1.6777
H 0.6294 2.8838 -3.0294
H 1.7528 2.2789 -1.7335
H -1.2468 1.7962 -1.6845
H 1.2415 0.4666 -0.4697
H -1.6037 0.9562 0.6087
H -0.0674 -1.2242 1.3843
O 0.3435 -3.4587 1.0736
H 0.2819 -4.3514 0.7460
H -0.5230 -3.1877 1.3798



Entry B
The molecule C4H8O2. Source: the OMol25 dataset; level of theory: ωB97M-V with the def2-TZVPD basis set.

Properties
E_LUMO (alpha / beta)	-0.2 / -0.2	eV
total charge	0
HOMO level (alpha / beta)	-8.88 / -8.88	eV

Element x y z (Å)
C 1.7759 -0.6298 0.7026
C 0.3659 -0.7381 0.2203
C -1.3407 0.8958 -0.4941
O -2.3581 0.0932 0.0617
C 0.0014 0.2196 -0.7782
O 0.8459 0.8264 -1.4766
H 2.4888 -0.8342 -0.0941
H 2.0019 -1.2015 1.6082
H 1.9192 0.4506 0.9072
H -0.3864 -1.2845 0.7822
H -1.0308 1.7040 0.1819
H -1.6764 1.3206 -1.4340
H -2.3123 0.1425 1.0236
H -0.2945 -0.9647 -1.2106



Question: which arrangement is favored energetically? Ranking from most to least stable: entry A, entry B.